Record 1
2 unconnected molecules or ions with the total composition C5H15NO, computed with ωB97M-V with the def2-TZVPD basis set.

XYZ file:
```
22
C5H15NO, DFT ωB97M-V with the def2-TZVPD basis set
C -1.3336 -0.8505 1.7763
C -1.0429 0.6081 1.4017
N 0.0944 0.6949 0.5003
C -0.0489 0.4783 -0.9306
C -1.1266 1.3358 -1.5289
C 1.2808 0.7662 -1.6151
H -0.5321 -1.2127 2.3932
H -2.2402 -0.9306 2.3810
H -1.3700 -1.4429 0.8722
H -0.7313 1.2204 2.2473
H -1.8951 1.0207 0.8726
H 0.9221 0.2556 0.8695
H -0.3705 -0.5514 -1.1577
H -1.0266 1.1996 -2.6043
H -0.8621 2.3852 -1.3995
H -2.1270 1.0766 -1.2153
H 1.1524 0.5275 -2.6728
H 2.0804 0.2067 -1.1551
H 1.4497 1.8322 -1.5551
O 2.2237 -2.7971 0.7771
H 2.8461 -2.2114 1.2271
H 2.6573 -3.6113 0.5160
```

Results
SMILES ... CCNC(C)C.O
HOMO energy ... -8.088 eV
Kohn-Sham gap ... 8.80 eV
ΔE to the lowest compared entry with this formula, charge and spin ... 82.6 kJ/mol
Energy ... -329.47614 Ha



Record 2
2 unconnected molecules or ions with the total composition C5H15NO2, computed with ωB97M-V with the def2-TZVPD basis set.

XYZ file:
```
23
C5H15NO2, DFT ωB97M-V with the def2-TZVPD basis set
N -0.8961 2.6537 -0.0921
C -1.4142 1.5427 -0.8640
C -1.8352 0.3276 -0.0019
C -0.7079 -0.2986 0.8688
C -0.1083 -1.5394 0.2607
C 0.7592 -1.3527 -0.9683
O 2.1436 -1.6046 -0.5608
H 0.1097 2.6952 -0.0740
H -1.2136 2.8400 0.8457
H -2.2556 1.8962 -1.4603
H -0.6118 1.1881 -1.5116
H -2.6231 0.7067 0.6334
H -2.3264 -0.4084 -0.6280
H 0.0145 0.4946 1.0763
H -1.2107 -0.4984 1.7952
H 0.4883 -2.0901 0.9635
H -0.8537 -2.3036 0.0054
H 0.5614 -2.0283 -1.8000
H 0.7171 -0.3320 -1.3267
H 2.6513 -1.9050 -1.3198
O 2.7257 0.3489 1.5238
H 3.4301 -0.1809 1.9067
H 2.4559 -0.1516 0.7282
```

Results
SMILES ... NCCCCCO.O
HOMO energy ... -8.868 eV
Kohn-Sham gap ... 9.55 eV
ΔE to the lowest compared entry with this formula, charge and spin ... 111.2 kJ/mol
Energy ... -404.71270 Ha



Record 3
3 unconnected molecules or ions with the total composition C5H15NO2, computed with ωB97M-V with the def2-TZVPD basis set.

XYZ file:
```
23
C5H15NO2, DFT ωB97M-V with the def2-TZVPD basis set
C -2.6837 -1.6602 1.1710
C -1.6863 -1.6884 0.2609
C -1.3410 -0.5007 -0.6301
C -0.7768 0.6705 0.1341
N 0.5105 0.3170 0.7920
C 0.9566 1.5681 1.5015
H -3.3823 -0.8208 1.3442
H -2.9155 -2.5297 1.8470
H -1.0675 -2.5957 0.1064
H -0.6094 -1.0415 -1.3231
H -2.2455 -0.4056 -1.3133
H -0.6356 1.5226 -0.6634
H -1.4021 1.0482 0.9753
H 0.3626 -0.3963 1.5695
H 0.0978 2.1110 2.0231
H 1.3874 2.3457 0.8982
H 1.6807 1.5354 2.3549
O 2.2624 -0.6297 -1.1817
H 1.6887 -0.4630 -0.2999
H 2.3996 -1.5955 -1.1922
O 2.2526 1.3117 -3.1089
H 3.2579 1.1242 -2.9383
H 1.8889 0.7728 -2.3271
```

Results
SMILES ... C=CCCNC.O.O
HOMO energy ... -9.963 eV
Kohn-Sham gap ... 10.68 eV
ΔE to the lowest compared entry with this formula, charge and spin ... 246.4 kJ/mol
Energy ... -404.66122 Ha



Record 4
2 unconnected molecules or ions with the total composition C5H15NO2, computed with ωB97M-V with the def2-TZVPD basis set.

XYZ file:
```
23
C5H15NO2, DFT ωB97M-V with the def2-TZVPD basis set
C -0.3819 -0.8934 -1.8403
C -0.8216 -1.0317 -0.3855
C -1.4246 0.5561 0.3171
C -1.7048 0.2907 1.7787
N -0.5581 1.6245 0.1214
H -0.9426 -0.1086 -2.3512
H -0.5430 -1.8221 -2.3981
H 0.6742 -0.6346 -1.9243
H -0.2929 -1.8356 0.1383
H -1.8085 -1.5036 -0.3827
H -2.3347 0.6965 -0.2707
H -2.3647 -0.5660 1.8940
H -2.1962 1.1640 2.2095
H -0.7776 0.1085 2.3185
H 0.3159 1.5254 0.6388
H -0.3795 1.8577 -0.8475
O 1.5073 -0.1521 1.1170
C 2.6371 0.0075 0.3469
O 2.5344 1.0618 -0.6037
H 0.6613 -0.5586 0.5337
H 3.4693 0.2935 0.9971
H 2.9005 -0.9301 -0.1783
H 1.8304 0.8503 -1.2287
```

Results
SMILES ... CC[C@@H](C)N.OCO
HOMO energy ... -8.815 eV
Kohn-Sham gap ... 9.65 eV
ΔE to the lowest compared entry with this formula, charge and spin ... 220.6 kJ/mol
Energy ... -404.67102 Ha



Record 5
2 unconnected molecules or ions with the total composition C5H15NO2, computed with ωB97M-V with the def2-TZVPD basis set.

XYZ file:
```
23
C5H15NO2, DFT ωB97M-V with the def2-TZVPD basis set
C 0.4362 -1.0785 2.3272
N 0.7565 -2.0453 1.2948
C 1.5388 -1.5205 0.1780
C 0.7958 -0.8684 -0.9877
C -0.0584 0.3352 -0.6600
C 0.7902 1.5659 -0.3817
O -1.0120 0.5865 -1.7115
H 1.2701 -0.4305 2.6287
H -0.3903 -0.4192 2.0618
H 0.1071 -1.5942 3.2131
H 1.2943 -2.7950 1.7047
H 2.3812 -0.9024 0.5313
H 2.0955 -2.3666 -0.2413
H 0.1835 -1.6335 -1.4609
H 1.6034 -0.6176 -1.6830
H -0.6916 0.0983 0.1948
H 1.3728 1.7982 -1.2638
H 1.4531 1.3867 0.4609
H 0.1786 2.4334 -0.1234
H -0.6213 1.2182 -2.3231
O -2.8496 2.2844 -0.0398
H -2.0573 1.7713 -0.2438
H -3.1405 2.7273 -0.8397
```

Results
SMILES ... CNCC[C@@H](C)O.O
HOMO energy ... -9.082 eV
Kohn-Sham gap ... 9.94 eV
ΔE to the lowest compared entry with this formula, charge and spin ... 103.2 kJ/mol
Energy ... -404.71575 Ha



Record 6
3 unconnected molecules or ions with the total composition C5H15NO2, computed with ωB97M-V with the def2-TZVPD basis set.

XYZ file:
```
23
C5H15NO2, DFT ωB97M-V with the def2-TZVPD basis set
C -3.1672 -0.0472 -1.7239
C -1.7145 -0.4532 -1.6153
C -1.1871 -0.8272 -0.4596
C 0.2108 -1.3649 -0.3421
N 1.1936 -0.7568 0.5143
C 0.7568 -0.4712 1.8673
H -3.3767 0.5505 -2.6102
H -3.4738 0.5283 -0.8590
H -3.7490 -0.9667 -1.7692
H -1.1453 -0.5478 -2.5329
H -1.8339 -0.7746 0.4160
H 0.6196 -1.5681 -1.3274
H 0.0865 -2.4365 -0.0885
H 1.7139 -0.0204 0.0630
H 1.4906 -0.8033 2.6072
H -0.1259 -1.0573 2.1167
H 0.5035 0.5621 2.0835
O 4.0486 1.5468 1.0406
H 4.5002 0.6973 1.1189
H 4.4964 1.9209 0.2705
O -0.2663 2.2870 0.5872
H -0.1250 1.3434 0.4261
H 0.5441 2.6589 0.2169
```

Results
SMILES ... C/C=C/CNC.O.O
HOMO energy ... -8.655 eV
Kohn-Sham gap ... 9.27 eV
ΔE to the lowest compared entry with this formula, charge and spin ... 180.9 kJ/mol
Energy ... -404.68615 Ha



Record 7
2 unconnected molecules or ions with the total composition C5H15NO2, computed with ωB97M-V with the def2-TZVPD basis set.

XYZ file:
```
23
C5H15NO2, DFT ωB97M-V with the def2-TZVPD basis set
C -1.4609 -1.5218 0.7062
C -1.6797 -0.3848 1.7152
N -0.8925 0.8490 1.2998
C 0.5266 0.6059 1.0552
C 1.0341 1.1235 -0.4499
C 0.0247 1.4599 -1.5622
O 0.2146 0.4349 -2.6659
H -2.0823 -1.3472 -0.1905
H -1.9515 -2.4256 1.1676
H -0.5065 -1.8939 0.2585
H -2.6480 0.0422 1.7784
H -1.3965 -0.7843 2.6413
H -1.0408 1.6226 1.9571
H 0.9277 -0.4638 1.2061
H 1.1888 1.0469 1.9330
H 1.5334 0.1881 -0.8285
H 1.6941 1.8786 -0.3452
H -1.0856 1.1390 -1.4095
H 0.2180 2.5072 -2.0509
H 0.3190 0.9007 -3.4776
O 2.4883 -1.6328 -0.6137
H 1.6085 -1.8478 -0.6759
H 2.9668 -1.4963 -1.4484
```

Results
SMILES ... CCNCCCO.O
HOMO energy ... -8.570 eV
Kohn-Sham gap ... 9.49 eV
ΔE to the lowest compared entry with this formula, charge and spin ... 337.3 kJ/mol
Energy ... -404.62660 Ha



Record 8
3 unconnected molecules or ions with the total composition C5H15NO4, computed with ωB97M-V with the def2-TZVPD basis set.

XYZ file:
```
25
C5H15NO4, DFT ωB97M-V with the def2-TZVPD basis set
C 0.5241 -2.4165 0.9354
C -0.8997 -1.9381 0.5686
N -0.9711 -1.0457 -0.5983
C -1.0566 0.3756 -0.3464
C -2.3530 0.9828 -0.7992
C 0.1581 1.1487 -0.8985
O 0.8513 0.6993 -1.7766
O 0.5224 2.1887 -0.1108
H 1.1022 -1.8529 1.6845
H 1.0173 -2.3849 -0.0633
H 0.4587 -3.4943 1.2387
H -1.4014 -2.8759 0.3752
H -1.3638 -1.3126 1.3531
H -0.6085 -1.2350 -1.5131
H -1.0635 0.5421 0.7981
H -2.9963 1.3900 -0.0082
H -2.3132 1.7256 -1.6005
H -3.0627 0.2421 -1.3220
H 0.6672 2.9608 -0.7404
O 3.2049 -0.5706 -0.5220
H 2.9484 0.0486 -1.2110
H 2.6229 -1.3248 -0.4379
O -0.5326 0.7121 2.9427
H -0.5246 1.4383 2.2788
H 0.3884 0.4637 2.7529
```

Results
SMILES ... CCN[C@H](C)C(=O)O.O.O
HOMO energy ... -8.674 eV
Kohn-Sham gap ... 9.03 eV
ΔE to the lowest compared entry with this formula, charge and spin ... 180.9 kJ/mol
Energy ... -555.18155 Ha



Record 9
2 unconnected molecules or ions with the total composition C5H15NOS, computed with ωB97M-V with the def2-TZVPD basis set.

XYZ file:
```
23
C5H15NOS, DFT ωB97M-V with the def2-TZVPD basis set
C -1.0488 -2.0299 0.5466
S -1.3914 -0.7283 1.6744
C 0.3288 -0.0091 2.0622
C 0.8747 0.9550 0.9477
C 0.5738 1.0755 -0.5664
C 1.0347 2.6014 -0.8784
N 1.3104 0.2863 -1.6491
H -1.7615 -2.8686 0.5714
H -1.1241 -1.5765 -0.4420
H -0.0845 -2.5549 0.6194
H 0.9872 -0.9373 2.0989
H 0.1341 0.4260 3.0016
H 0.4611 1.9472 1.3521
H 1.9301 1.0104 1.2402
H -0.4732 0.8720 -0.7691
H 1.1013 3.0942 0.0691
H 2.0868 2.6279 -1.3037
H 0.3900 3.0452 -1.6212
H 1.8519 -0.4473 -1.2339
H 1.9491 0.9272 -2.0904
O -0.5925 -1.1425 -2.8177
H -0.0508 -0.3530 -2.5758
H -0.2332 -1.7583 -3.4571
```

Results
SMILES ... CSCC[C@@H](C)N.O
HOMO energy ... -8.217 eV
Kohn-Sham gap ... 9.05 eV
ΔE to the lowest compared entry with this formula, charge and spin ... 173.4 kJ/mol
Energy ... -727.61966 Ha



Record 10
2 unconnected molecules or ions with the total composition C5H15NOS, computed with ωB97M-V with the def2-TZVPD basis set.

XYZ file:
```
23
C5H15NOS, DFT ωB97M-V with the def2-TZVPD basis set
C 1.3795 -1.5020 -2.1030
N 0.4038 -2.1257 -1.2043
C -0.4368 -1.1416 -0.4486
C 0.4564 -0.3089 0.5485
C 0.7388 1.1063 0.0172
C -0.1679 2.2363 0.5071
S -1.3586 2.7241 -0.7660
H 1.9930 -0.6570 -1.7783
H 1.9540 -2.3359 -2.4966
H 0.7430 -1.2674 -2.9855
H 0.8442 -2.7172 -0.5005
H -0.9899 -0.4923 -1.1557
H -1.0133 -1.8684 0.1953
H 1.4371 -0.8100 0.6610
H 0.0385 -0.3734 1.5404
H 1.7414 1.3278 0.3781
H 0.8159 1.0837 -1.0798
H 0.5315 3.0992 0.5431
H -0.6180 2.0285 1.4755
H -2.5717 2.4208 -0.1904
O -1.8461 0.0154 2.6747
H -2.4560 -0.7138 2.5870
H -1.6189 0.2714 3.5808
```

Results
SMILES ... CNCCCCS.O
HOMO energy ... -8.419 eV
Kohn-Sham gap ... 8.91 eV
ΔE to the lowest compared entry with this formula, charge and spin ... 146.6 kJ/mol
Energy ... -727.62988 Ha



Record 11
2 unconnected molecules or ions with the total composition C5H15NP, computed with ωB97M-V with the def2-TZVPD basis set.

XYZ file:
```
22
C5H15NP, DFT ωB97M-V with the def2-TZVPD basis set
C -1.4634 -1.8205 0.4437
C -3.0603 0.0183 -0.2746
C 4.2072 -0.3239 -1.0705
C -1.8775 -0.2858 0.5702
C -0.7905 0.6842 0.5686
N -0.8669 1.9295 0.1749
P 2.7365 0.3035 -0.1590
H -0.6710 -1.9687 -0.2333
H -1.0210 -2.1471 1.4031
H -2.2783 -2.4444 0.2268
H -2.9148 0.0271 -1.3824
H -3.5317 1.0020 -0.1247
H -3.8958 -0.6150 -0.1573
H 5.1068 0.2990 -0.7471
H 3.8588 -0.0941 -2.1538
H 4.3279 -1.3688 -0.7346
H -2.3082 -0.2797 1.6030
H 0.2784 0.4593 0.8269
H -0.1106 2.6463 0.2560
H -1.8554 2.3313 -0.1123
H 3.0615 1.6145 -0.2361
H 3.0684 0.0328 1.3125
```

Results
Expectation value of S² ... 2.0062
HOMO energy (alpha / beta) ... -8.641 / -13.516 eV
Total charge ... +1
Kohn-Sham gap (alpha / beta) ... 4.64 / 4.62 eV
ΔE to the lowest compared entry with this formula, charge and spin ... 167.8 kJ/mol
Energy ... -595.13848 Ha
2S+1 ... 3